C11H18NOSi | wB97M-V/def2-TZVPD

XYZ file:
```
32
Properties=species:S:1:pos:R:3:nbo_charge:R:1
C -3.067 1.626 1.141 -1.079
Si -2.036 0.757 -0.271 1.393
C -3.058 -0.361 -1.403 -1.126
C -0.680 -0.107 0.917 -0.640
C -1.119 -1.528 0.839 -0.104
C -0.469 -2.426 0.106 -0.280
C 0.827 -2.169 -0.331 -0.134
C 1.450 -0.970 -0.146 -0.065
C 2.927 -0.833 -0.575 -0.445
C 3.674 0.021 0.545 -0.243
N 2.914 1.284 0.627 -0.530
C 1.494 1.145 1.026 0.337
O 1.109 2.204 1.720 -0.678
C 0.777 0.051 0.679 -0.031
H -3.778 2.194 0.670 0.243
H -3.844 1.070 1.672 0.260
H -2.370 2.179 1.874 0.240
H -1.029 1.608 -0.839 -0.185
H -2.562 -0.763 -2.379 0.268
H -3.410 -1.208 -0.901 0.246
H -3.994 0.130 -1.838 0.273
H -0.871 0.343 1.946 0.251
H -2.170 -1.668 1.021 0.212
H -0.984 -3.258 -0.312 0.228
H 1.192 -2.890 -0.995 0.217
H 3.424 -1.823 -0.647 0.256
H 3.019 -0.476 -1.715 0.236
H 3.615 -0.641 1.507 0.246
H 4.727 0.131 0.299 0.243
H 3.253 2.002 1.254 0.450
H 3.140 1.680 -0.314 0.436
H 0.743 1.953 2.569 0.504
```

Properties
**Gap between HOMO and LUMO**: 7.83 eV
**Calculated total energy**: -23105.186 eV
**Relative energy (zero: lowest compared OMol25 entry of this formula, charge and spin)**: 1.9463 eV
**Total charge**: +1
**SMILES string**: C[SiH](C)[C@H]1C=CC=C2CC[NH2+]C(O)=C21